Record 1
ORCA calculation (ωB97M-V/def2-TZVPD) on a structure of composition C37H41BrLuN3O2P2Si2.

The value obtained for the energy relative to the best compared isomer or geometry (same formula, charge and spin) is 0.000 eV. The calculation puts the LUMO energy at -0.40 eV. Its charge is 0. The largest force on an atom is 0.64 eV Å⁻¹.

Structure (XYZ):
```
89
Properties=species:S:1:pos:R:3:forces:R:3
Lu -1.413951 0.865042 0.020824 0.1785 -0.0247 -0.2410
C -0.564007 -0.585316 4.891571 0.0390 -0.1555 0.1798
Si -1.383261 0.371137 3.518389 0.2024 -0.1673 -0.3086
C -3.150893 -0.222368 3.427571 -0.1984 -0.0306 -0.0677
C -1.436394 2.171884 3.990651 -0.0423 0.2200 0.0348
N -0.638986 0.095751 1.960129 0.1317 0.4777 0.3446
P 0.910202 0.416904 1.508074 0.4935 0.1158 0.3912
C 0.981356 1.047112 -0.028111 -0.4855 -0.2992 -0.1862
P 0.870664 0.488375 -1.599960 0.3015 0.1959 -0.0348
N -0.697577 0.266264 -2.015607 -0.1818 -0.0181 -0.0133
Si -1.455612 -0.463336 -3.399238 0.2119 0.1770 0.1383
C -1.159399 -2.301753 -3.556156 -0.0027 -0.1641 0.0154
C -3.298820 -0.185535 -3.238564 -0.1767 0.0599 0.1007
C -0.930114 0.298724 -5.020200 0.0467 0.0537 -0.1593
C 1.620897 1.773272 -2.647362 0.0140 -0.0508 -0.0478
C 0.845403 2.593799 -3.450357 -0.0733 0.1320 -0.0178
C 1.425930 3.631673 -4.174311 -0.0036 -0.0590 0.0259
C 2.792059 3.841439 -4.106281 0.0367 -0.0267 0.0303
C 3.578338 3.023710 -3.298201 -0.0060 0.0552 -0.0365
C 2.994869 2.005610 -2.566983 -0.0116 -0.0102 0.0343
C 1.747402 -1.032483 -2.086712 0.1124 -0.0401 -0.1802
C 2.391124 -1.122284 -3.320923 0.0231 -0.0383 -0.0141
C 2.910726 -2.332562 -3.763833 -0.0110 0.0298 0.0216
C 2.798680 -3.468156 -2.976859 0.0097 -0.0391 0.0156
C 2.161146 -3.391853 -1.745655 0.0103 0.0552 -0.0180
C 1.636685 -2.184548 -1.312656 -0.0158 -0.0335 0.0673
C 1.653230 1.623678 2.666839 -0.0334 -0.0916 0.0268
C 2.238177 1.226553 3.866049 0.0399 -0.0217 0.0666
C 2.709262 2.166535 4.774337 -0.0303 0.0040 -0.0656
C 2.606685 3.519251 4.484608 -0.0201 -0.0062 -0.0329
C 2.052047 3.924305 3.276561 0.0170 0.0108 0.0431
C 1.585397 2.982838 2.373887 -0.0177 0.0326 -0.1080
C 1.903683 -1.072197 1.787861 0.0187 -0.1329 0.0861
C 1.326616 -2.225196 2.306305 0.0194 -0.0895 -0.0036
C 2.073898 -3.393330 2.426644 -0.0072 0.0815 -0.0087
C 3.405512 -3.402986 2.041154 0.0095 -0.0015 0.0013
C 3.994118 -2.246025 1.540841 0.0009 -0.0553 0.0114
C 3.246140 -1.089262 1.411594 -0.0062 0.0673 -0.0156
H -1.097698 -0.393437 5.827082 -0.0047 -0.0081 -0.0027
H 0.475198 -0.297427 5.046958 -0.0370 -0.0303 -0.0011
H -0.597774 -1.662119 4.708354 0.0056 0.0063 0.0239
H -3.578299 -0.234466 4.433488 0.0049 -0.0097 0.0052
H -3.231720 -1.232850 3.018348 -0.0007 0.0046 0.0066
H -3.773287 0.448124 2.829280 0.0009 -0.0249 -0.0032
H -2.204411 2.314138 4.756774 0.0329 0.0230 0.0290
H -1.710725 2.804706 3.141466 -0.0073 -0.0139 0.0010
H -0.488059 2.539097 4.387732 0.0062 -0.0210 -0.0128
H -0.138128 -2.595035 -3.312175 0.0246 0.0137 -0.0141
H -1.351723 -2.612785 -4.586385 -0.0470 -0.0069 0.0040
H -1.831880 -2.865350 -2.906614 0.0232 -0.0303 -0.0043
H -3.521109 0.809549 -2.840655 -0.0103 -0.0060 -0.0121
H -3.770378 -0.926750 -2.587825 -0.0152 0.0226 0.0024
H -3.785077 -0.254212 -4.214455 0.0140 -0.0399 -0.0102
H 0.151352 0.286552 -5.172809 -0.0056 -0.0143 0.0165
H -1.270257 1.330349 -5.127475 -0.0069 -0.0141 -0.0225
H -1.387129 -0.288948 -5.821606 0.0163 0.0400 -0.0417
H -0.225067 2.440377 -3.498281 0.0429 -0.0218 0.0255
H 0.806920 4.271405 -4.790146 -0.0066 -0.0003 -0.0018
H 3.247577 4.644484 -4.671429 0.0060 -0.0036 -0.0019
H 4.646159 3.189988 -3.234304 -0.0010 0.0078 0.0033
H 3.608283 1.391331 -1.916999 -0.0227 -0.0227 -0.0044
H 2.486897 -0.247214 -3.950706 -0.0193 0.0064 0.0081
H 3.401464 -2.384966 -4.727279 0.0048 0.0035 0.0004
H 3.206360 -4.410468 -3.320400 -0.0042 0.0021 -0.0050
H 2.068610 -4.270322 -1.119731 0.0029 -0.0108 -0.0010
H 1.130566 -2.147155 -0.359483 -0.0229 0.0453 0.0495
H 2.338654 0.173825 4.100726 0.0094 -0.0092 -0.0502
H 3.158463 1.839750 5.703383 0.0048 -0.0003 0.0026
H 2.968571 4.255757 5.190507 0.0074 0.0012 0.0003
H 1.987672 4.977073 3.033159 0.0033 0.0062 0.0129
H 1.181385 3.298102 1.418659 -0.0175 -0.0454 0.0005
H 0.283875 -2.208022 2.596619 -0.0034 -0.0005 -0.0240
H 1.617355 -4.290467 2.825667 -0.0101 0.0018 -0.0011
H 3.987654 -4.311315 2.132640 0.0123 0.0074 -0.0017
H 5.034865 -2.254450 1.243546 -0.0019 0.0057 -0.0108
H 3.697752 -0.193766 0.999391 -0.0187 0.0158 0.0037
Br -1.760773 -2.688660 0.092393 0.0176 -0.1201 0.0170
C -3.411412 -1.789184 0.158264 -0.3974 0.0539 -0.0104
C -4.604743 -2.490415 0.225252 0.0829 -0.0284 -0.0109
C -5.777839 -1.754559 0.257985 -0.0927 0.0330 -0.0010
C -5.733926 -0.367404 0.237422 0.0271 -0.0210 0.0486
C -4.497683 0.242524 0.190008 -0.1017 -0.1438 -0.0662
N -3.364301 -0.469282 0.133824 0.0856 -0.2024 0.0141
C -4.336855 1.757918 0.215746 0.4792 0.2215 0.0110
O -5.321674 2.455705 0.238876 -0.0648 -0.0183 0.0007
O -3.089197 2.141413 0.223153 -0.6054 0.1458 -0.0375
H -4.608218 -3.569840 0.248345 0.0168 0.0019 -0.0031
H -6.729457 -2.267984 0.306124 0.0072 -0.0062 -0.0060
H -6.618041 0.251998 0.271704 -0.0068 -0.0077 -0.0007
```
Forces are in eV/Å.

---

Record 2
ORCA calculation (ωB97M-V/def2-TZVPD) on a cluster of 5 separate species, C37H41F36I3NO14PSSi in total in a non-equilibrium geometry.

The calculation puts the LUMO energy at -0.41 eV. Its charge is 0. The largest force on an atom is 2.00 eV Å⁻¹.

Structure (XYZ):
```
135
Properties=species:S:1:pos:R:3:forces:R:3
C -7.227535 -2.003930 -0.624460 -0.1340 0.0396 -0.4319
C -7.196405 -0.999236 0.474828 -0.1762 0.2775 -0.2325
I -8.453495 0.594499 -0.167128 0.0820 -0.2356 -0.0578
C -6.565122 -1.049677 1.649253 0.2156 0.6695 -0.0955
I -7.060808 0.611970 2.899155 0.1712 -0.2636 0.2119
C -5.644166 -2.256839 1.987255 -0.9593 -0.3161 0.4985
P -6.911077 -3.741804 2.335262 0.0188 -0.3451 0.5254
O -7.196920 -4.443886 0.894307 -0.0328 -0.0132 -0.3310
I -9.131008 -2.774499 2.808411 0.1582 0.0294 -0.1374
C -4.560154 -2.520876 0.903073 0.7297 0.4040 -1.0728
O -4.465657 -1.498390 -0.042353 -0.2252 -0.1540 -0.3003
O -4.652317 -3.761115 0.205970 -0.4827 -0.3124 0.9895
S -3.975902 -5.060099 0.992644 -0.5732 0.0050 -1.1378
O -2.620976 -5.016092 0.564634 0.9452 -0.1486 -0.0893
O -3.957745 -4.642104 2.551996 -0.2266 0.6068 -0.0030
C -4.179102 -3.724377 3.605305 -0.4527 -0.1562 1.0414
O -5.022348 -4.383749 4.564785 0.2444 0.4981 -0.2067
N -5.495078 -5.677306 4.215179 -0.0001 -0.7958 0.3061
O -5.918758 -6.203866 5.162045 0.0474 0.3801 -0.4218
C -2.763129 -3.761300 4.311927 0.5883 -1.9121 -0.0633
F -2.708180 -5.005672 4.893609 -0.0967 0.3226 0.0018
F -2.580790 -2.906146 5.323690 -0.1512 0.2774 -0.3430
C -1.536193 -3.781023 3.312917 0.4044 0.4068 0.7070
F -0.518401 -3.110193 3.932708 -0.2966 -0.1893 -0.3391
F -1.120707 -5.046938 3.097183 -0.2191 0.4487 0.0366
C -4.780258 -2.287112 3.336454 0.0692 0.6805 0.1929
C -3.585043 -1.282463 3.274553 -0.1648 -0.0716 -0.4823
C -3.752475 0.061302 2.570738 1.1468 0.3683 0.3286
O -2.437561 0.632550 2.423741 -0.3585 -0.5461 -0.3754
Si -1.738109 0.590698 0.906987 0.8536 0.8560 -0.1692
C -2.797540 1.381016 -0.429214 -0.0383 -0.4823 0.3236
C -0.174506 1.626726 1.044885 -0.7161 -1.0515 -0.3927
C -1.166278 -1.116971 0.343078 -0.2925 0.0616 0.0372
C -5.639148 -1.833989 4.543183 0.4801 -0.0281 0.2269
C -5.183469 -2.062766 5.990287 -0.3500 -0.1216 0.2998
C -6.270717 -1.527714 6.876747 -0.9175 1.5198 0.0906
O -6.633956 -0.362240 6.883110 0.5610 -1.5140 0.2478
O -6.849398 -2.485181 7.654543 0.8047 0.0304 0.1219
H -6.591850 -2.865067 -0.542198 0.2114 -0.1799 0.2977
H -7.005755 -1.504096 -1.560146 0.1557 0.1314 -0.2326
H -8.245919 -2.359257 -0.734858 -0.2612 -0.1807 0.0494
H -7.286393 -5.398253 1.012732 -0.0458 0.0356 0.0468
H -3.565468 -2.536524 1.335884 -0.0810 -0.0383 0.5435
H -4.516851 -1.891934 -0.921612 0.0431 0.0407 -0.0063
H -1.741602 -3.301745 2.361867 0.0588 -0.1652 -0.1264
H -2.711416 -1.718336 2.807196 0.1280 -0.0819 -0.0029
H -3.289876 -1.045746 4.282720 0.1385 -0.0077 0.3387
H -4.218285 0.016702 1.593745 -0.4068 -0.0666 0.0111
H -4.260948 0.741935 3.229393 -0.5052 0.2337 -0.0483
H -2.763345 0.735194 -1.297140 -0.0684 -0.1306 -0.2820
H -3.840493 1.508756 -0.162127 -0.2320 0.1073 0.0584
H -2.375542 2.332547 -0.726885 0.0240 0.3027 0.0517
H 0.633603 0.954479 1.312347 0.3213 0.1733 0.3737
H 0.030408 1.968214 0.036009 0.1425 0.2992 -0.1955
H -0.283151 2.451049 1.723977 0.0911 0.3157 0.1779
H -1.307108 -1.913022 1.065239 -0.0220 -0.1330 0.1536
H -0.102369 -1.072889 0.143612 0.3156 0.0534 0.0060
H -1.636382 -1.426903 -0.582809 -0.2253 -0.0753 -0.1775
H -6.687819 -2.092088 4.442413 -0.1319 -0.3605 -0.0667
H -5.609573 -0.761103 4.492030 -0.2390 0.3086 -0.1555
H -4.971912 -3.069365 6.310681 0.0095 -0.2141 -0.2381
H -4.325120 -1.448561 6.226126 0.3316 0.1551 -0.0589
H -7.065605 -2.103840 8.515442 -0.5277 0.2182 -0.1928
C 0.911926 6.319077 5.041826 0.0469 0.2918 0.5433
C 0.609865 4.996178 4.312230 -0.2618 0.4297 -0.3037
C 1.785366 4.192325 3.748817 0.1109 -0.3134 0.0266
F 2.453948 4.873736 2.799949 -0.0539 0.2592 -0.0125
F 1.299439 3.065413 3.179242 0.1016 0.1227 0.2006
F -0.310484 5.208446 3.348444 0.0950 -0.0140 -0.0719
F 0.035406 4.181347 5.242719 0.1246 -0.0586 0.1427
O 0.735454 7.542911 4.339613 0.0478 -0.3812 -0.6084
C 1.724504 8.120819 3.578489 -0.0447 -0.1362 0.5896
C 1.314717 8.239547 2.106227 -0.0948 0.1149 -0.1857
F 1.054705 7.030673 1.578023 0.0734 -0.1452 0.0703
F 2.333029 8.797158 1.411685 -0.0099 -0.0027 0.0580
F 2.910329 7.501271 3.722364 -0.1056 -0.1102 -0.1086
F 1.883767 9.384700 4.033145 0.0285 0.0672 -0.0244
H 0.156586 6.369940 5.823778 -0.0622 -0.0217 -0.0337
H 1.871945 6.284549 5.556198 0.1522 -0.0885 -0.2147
H 2.481534 3.909964 4.543652 -0.0362 0.0441 0.0310
H 0.425320 8.866456 2.015252 0.0269 0.0231 0.0534
C 1.401488 1.127597 -4.739981 0.5031 -0.1385 -0.3369
C 0.221638 0.659501 -3.870602 0.2752 0.4553 0.2559
C -1.187793 0.698645 -4.468256 -0.1505 -0.1379 0.0169
F -1.575659 1.946819 -4.782080 0.1754 0.1601 0.0043
F -2.048220 0.223330 -3.534815 -0.0394 -0.0889 -0.0522
F 0.244896 1.314081 -2.690958 -0.1499 0.0527 -0.0017
F 0.448878 -0.659119 -3.597551 -0.1013 -0.0174 -0.1833
O 1.916119 2.436913 -4.535539 -0.6246 0.1265 0.3112
C 1.425433 3.547068 -5.178220 0.2784 -0.4709 -0.1976
C 0.855093 4.570428 -4.189976 0.0260 0.2033 0.1392
F -0.153040 4.038488 -3.474847 -0.0941 -0.1374 -0.0672
F 0.371960 5.627044 -4.883499 0.0326 -0.0456 -0.0155
F 0.539653 3.232313 -6.143597 -0.0905 -0.0272 0.1681
F 2.473403 4.146376 -5.788058 -0.0014 0.0610 -0.0280
H 2.225978 0.487520 -4.437894 0.0203 -0.0297 0.0745
H 1.234088 0.918845 -5.796469 -0.2369 0.1072 -0.0181
H -1.254000 0.069247 -5.360044 0.0563 -0.0114 0.0204
H 1.637294 4.908194 -3.507177 0.0316 -0.0191 -0.0483
C 3.950858 -4.142221 -3.626989 -0.1849 -0.5569 0.2805
C 3.692751 -2.708287 -4.132171 0.4812 -0.1314 0.3471
C 3.644997 -2.478665 -5.646442 -0.2026 0.0977 -0.1565
F 4.814380 -2.765752 -6.239166 0.2088 -0.1322 0.1389
F 3.379431 -1.168217 -5.883711 -0.0410 -0.0167 0.0851
F 4.568674 -1.858170 -3.552810 0.1513 0.0868 -0.1405
F 2.458245 -2.365276 -3.674170 -0.0936 -0.1460 -0.1659
O 5.260790 -4.497763 -3.195886 0.2480 0.6664 -0.4239
C 6.227245 -4.990167 -4.046515 -0.5982 -0.2319 0.1458
C 7.464313 -4.085349 -4.102718 0.3306 0.0925 0.1399
F 7.138962 -2.845778 -4.528909 -0.3493 -0.2431 -0.2339
F 8.358752 -4.606453 -4.968003 -0.1041 -0.0470 -0.0279
F 5.736772 -5.250634 -5.273152 0.0351 0.2122 -0.0027
F 6.642354 -6.166411 -3.532107 0.0666 -0.0652 0.0132
H 3.363146 -4.208685 -2.713166 0.0127 0.0618 0.0356
H 3.534179 -4.887358 -4.304078 0.1126 0.0977 -0.2344
H 2.851903 -3.079284 -6.100046 0.0030 -0.0212 0.0413
H 7.925664 -4.005526 -3.115647 -0.0815 -0.0585 0.0285
C 8.019262 2.207167 -4.399128 0.2804 -0.0442 -0.5494
C 7.303249 3.116139 -3.381522 -0.2923 -0.5133 -0.0053
C 8.089911 3.592841 -2.156156 0.0477 0.2740 0.0948
F 8.474697 2.567339 -1.374375 -0.0050 -0.2100 -0.1000
F 7.293054 4.398179 -1.416452 -0.0189 -0.0118 -0.0609
F 6.144040 2.543996 -2.997270 0.0517 -0.0134 0.0957
F 6.982303 4.255193 -4.061529 0.1584 0.1025 -0.0415
O 7.779950 0.807448 -4.353725 -0.3050 0.0691 0.6866
C 8.508502 -0.060565 -3.573482 0.2894 0.4574 -0.5802
C 7.625104 -0.749506 -2.523589 -0.0603 -0.0455 0.2273
F 7.060200 0.162134 -1.710324 0.1388 0.1591 0.0236
F 8.392191 -1.574556 -1.760993 0.0485 0.0279 -0.1589
F 9.577367 0.538911 -3.010975 -0.1715 0.0494 0.1564
F 8.996390 -1.009833 -4.405335 0.0226 0.0012 0.2260
H 7.596972 2.499785 -5.358800 -0.0700 0.0093 0.0149
H 9.083762 2.432426 -4.460386 0.0545 -0.0087 0.2730
H 8.971442 4.163042 -2.462597 -0.0040 -0.0334 -0.0370
H 6.842826 -1.329303 -2.994685 -0.0895 -0.0241 -0.1581
```
Forces are in eV/Å.

---

Looking at HOMO-LUMO gap for the records above, in order, we have 7.2413, 8.1738 eV.
Looking at HOMO for the records above, in order, we have -7.638, -8.582 eV.